Here is C50H45BrCl3FeN4O3P2S2 as an isolated structure in a non-equilibrium geometry from OMol25. Energies are from ωB97M-V with the def2-TZVPD basis set.

The value obtained for the frontier orbital gap (alpha / beta) is 5.45 / 6.16 eV. The spin multiplicity is 2. For the molar mass, the calculation gives 1118.13 g mol⁻¹. The HOMO energy (alpha / beta) comes out at -0.457 / -0.457 Ha. The lowest unoccupied orbital energy (alpha / beta) is -6.990 / -6.274 eV. The value obtained for the energy above the lowest of the compared OMol25 structures with the same formula, charge and spin is 115.8 kJ/mol. The total charge is +2.

Each line ends with the Mulliken charge.
Positions of all 111 atoms, in Å:
Fe -0.380 -0.747 0.168  -0.075
Br -1.788 -2.370 2.688  0.012
C -0.080 -1.642 3.022  0.297
C 0.559 -1.782 4.240  -0.719
C 1.790 -1.157 4.393  -0.545
C 2.332 -0.419 3.349  -0.801
C 1.625 -0.359 2.170  0.825
N 0.446 -0.964 2.012  0.535
C 2.017 0.398 0.948  -0.172
O 2.936 1.166 0.908  -0.619
O 1.203 0.127 -0.056  -0.296
H 0.106 -2.351 5.038  0.544
H 2.315 -1.239 5.336  0.473
H 3.273 0.107 3.429  0.603
C -1.175 6.724 0.994  -0.884
S -2.715 5.838 0.667  -0.061
C -2.526 5.441 -1.103  -1.135
C -2.472 3.935 -1.355  -0.057
C -1.252 3.327 -0.671  -0.499
N -1.233 1.849 -0.568  0.526
P -0.951 0.711 -1.821  0.628
C -2.255 1.094 -3.005  1.832
C -3.559 0.701 -2.708  -0.769
C -4.604 1.065 -3.542  -0.874
C -4.345 1.806 -4.687  -0.776
C -3.046 2.172 -5.003  -1.032
C -1.994 1.808 -4.175  -0.716
C 0.585 1.038 -2.682  1.582
C 0.786 0.283 -3.843  -0.805
C 1.970 0.401 -4.554  -1.034
C 2.967 1.248 -4.091  -0.945
C 2.779 1.981 -2.930  -0.965
C 1.594 1.872 -2.217  -0.269
P -1.805 0.970 0.752  1.417
C -3.588 1.021 0.821  1.438
C -4.221 2.212 1.188  -0.896
C -5.605 2.255 1.227  -0.787
C -6.350 1.119 0.929  -0.797
C -5.719 -0.072 0.596  -0.570
C -4.334 -0.122 0.542  -0.534
C -1.226 1.763 2.254  0.746
C -0.017 2.459 2.270  -0.025
C 0.491 2.934 3.469  -1.298
C -0.186 2.686 4.656  -0.807
C -1.377 1.973 4.648  -0.852
C -1.898 1.506 3.450  -0.786
H -1.244 7.108 2.010  0.387
H -1.070 7.563 0.310  0.337
H -0.308 6.068 0.918  0.232
H -1.625 5.936 -1.467  0.494
H -3.385 5.872 -1.614  0.501
H -2.434 3.754 -2.430  0.122
H -3.388 3.475 -0.980  0.134
H -1.219 3.707 0.351  -0.018
H -0.344 3.655 -1.182  0.471
H -3.764 0.127 -1.817  0.371
H -5.615 0.759 -3.307  0.511
H -5.159 2.092 -5.340  0.472
H -2.846 2.743 -5.900  0.454
H -0.986 2.110 -4.426  0.457
H 0.004 -0.377 -4.210  0.601
H 2.112 -0.167 -5.464  0.555
H 3.898 1.332 -4.635  0.417
H 3.563 2.629 -2.561  0.516
H 1.477 2.424 -1.295  0.201
H -3.644 3.093 1.447  0.618
H -6.104 3.174 1.504  0.502
H -7.430 1.161 0.972  0.454
H -6.303 -0.958 0.390  0.491
H -3.835 -1.053 0.293  0.381
H 0.529 2.631 1.351  0.292
H 1.416 3.494 3.474  0.579
H 0.216 3.052 5.591  0.471
H -1.904 1.785 5.573  0.496
H -2.828 0.951 3.448  0.572
Cl -2.994 -0.645 -7.061  -0.165
C -2.235 -1.913 -6.160  0.412
C -1.199 -2.642 -6.734  -1.101
C -0.595 -3.642 -5.993  -0.419
C -1.014 -3.952 -4.699  -0.254
C -0.297 -5.048 -3.938  0.244
C 1.019 -4.544 -3.341  -1.517
N 0.798 -3.908 -2.051  0.361
C 0.777 -4.567 -0.838  -1.237
C 0.287 -3.683 0.068  -0.606
N -0.025 -2.504 -0.595  0.531
C 0.299 -2.697 -1.863  -1.116
O 0.065 -6.119 -4.777  -0.403
C -0.922 -7.154 -4.842  -0.817
C -1.070 -7.851 -3.522  0.263
C -0.068 -8.544 -2.907  0.602
Cl 1.509 -8.820 -3.524  -0.176
S -0.529 -9.168 -1.383  -0.159
C -2.095 -8.496 -1.536  -0.440
C -2.244 -7.826 -2.710  -0.675
C -2.072 -3.220 -4.175  0.827
Cl -2.716 -3.593 -2.591  -0.173
C -2.679 -2.193 -4.882  -0.843
H -0.887 -2.435 -7.747  0.496
H 0.211 -4.221 -6.425  0.573
H -0.927 -5.403 -3.116  0.758
H 1.516 -3.842 -4.010  0.267
H 1.673 -5.402 -3.194  0.448
H 1.142 -5.574 -0.731  0.472
H 0.117 -3.816 1.119  0.554
H 0.201 -1.970 -2.652  0.881
H -0.565 -7.831 -5.616  0.432
H -1.888 -6.745 -5.155  0.286
H -2.823 -8.638 -0.754  0.448
H -3.164 -7.344 -3.010  0.426
H -3.501 -1.638 -4.451  0.689